one | 25
Properties=species:S:1:pos:R:3:lowdin_charge:R:1 method="wB97M-V/def2-TZVPD" total_charge=-1 homo_energy_ev=-3.8
C -2.4925 -0.2282 -1.3295 -0.21
C -2.1326 1.2044 -1.7103 -0.14
C -1.5989 -1.2769 -2.0544 -0.77
O -0.3736 -1.0475 -2.0176 -0.08
O -2.2124 -2.2331 -2.5842 -0.11
H -2.4377 -0.3451 -0.2420 0.08
H -3.5365 -0.4506 -1.5734 0.08
H -1.1954 1.4879 -1.2450 0.05
H -2.8247 1.9529 -1.2754 0.05
H -2.1145 1.3351 -2.7956 0.07
C 2.1678 2.0605 1.0819 -0.06
C 0.0641 -1.0019 1.9177 -0.10
C 0.5350 0.3074 1.8806 -0.07
C 0.7092 -1.9844 1.1927 -0.10
C 1.6504 0.6418 1.1317 -0.29
C 1.8399 -1.6646 0.4460 -0.09
C 2.2965 -0.3605 0.4100 -0.06
H -0.7918 -1.2854 2.5180 0.10
H -0.0588 1.0772 2.3641 0.11
H 0.3698 -3.0116 1.1739 0.10
H 2.2443 -2.4147 -0.2170 0.10
H 3.0703 2.1076 0.4689 0.07
H 2.2865 2.4400 2.1025 0.07
H 3.0757 -0.0941 -0.2949 0.10
H 1.4601 2.7840 0.6512 0.07

=====

two | 25
Properties=species:S:1:pos:R:3:lowdin_charge:R:1 method="wB97M-V/def2-TZVPD" total_charge=-1 homo_energy_ev=-3.9
C -1.1641 1.5272 -1.2002 -0.19
C -1.7884 0.4743 -2.0868 -0.14
C -2.1403 1.9865 -0.0596 -0.75
O -3.2914 2.2946 -0.4448 -0.10
O -1.6594 2.0524 1.0972 -0.09
H -0.2619 1.1667 -0.7126 0.07
H -0.9459 2.4695 -1.7151 0.10
H -1.9480 -0.4684 -1.5587 0.06
H -1.1882 0.2595 -2.9715 0.05
H -2.7896 0.7846 -2.3887 0.06
C 0.9895 0.6755 2.4168 -0.06
C 2.0504 -1.1216 -0.7499 -0.11
C 1.3170 -2.2909 -0.6999 -0.11
C 1.9696 -0.1669 0.2604 -0.07
C 1.1747 -0.3924 1.3809 -0.28
C 0.4708 -2.4933 0.3823 -0.10
C 0.4491 -1.5758 1.4225 -0.05
H 2.7098 -0.8703 -1.5735 0.09
H 1.2615 -2.9541 -1.5545 0.09
H 2.5342 0.7486 0.1292 0.11
H -0.1750 -3.3551 0.4310 0.09
H 0.7389 1.6320 1.9593 0.07
H 1.8874 0.8354 3.0271 0.07
H -0.3370 -1.6615 2.1578 0.11
H 0.1362 0.4434 3.0511 0.07

=====

Most favorable structure: two. The second most favorable one is 0.0070 hartree above it.

=====

one | 15
Properties=species:S:1:pos:R:3:lowdin_charge:R:1 method="wB97M-V/def2-TZVPD" total_charge=-1 homo_energy_ev=-2.8
O -1.8567 -1.7960 -0.7800 0.00
C -0.8429 -1.6358 -0.1422 -0.39
N 0.1168 -0.6725 -0.3236 0.00
C 1.0995 -0.4389 0.6748 -0.40
C 1.1304 1.0094 1.2004 -0.80
S 2.2386 2.1530 0.2230 0.01
H -0.4509 -2.4498 0.4468 0.11
H -0.2207 0.1271 -0.9256 0.14
H 2.0855 -0.7208 0.1718 0.09
H 1.2044 -1.1653 1.6981 0.16
H 1.7708 1.0274 2.2191 0.04
H 0.0168 1.3527 1.4431 0.07
H -1.9161 1.7405 -1.5832 0.05
H -1.8951 0.3272 -2.1834 0.03
O -2.4803 1.1418 -2.1390 -0.11

=====

two | 15
Properties=species:S:1:pos:R:3:lowdin_charge:R:1 method="wB97M-V/def2-TZVPD" total_charge=-1 homo_energy_ev=-3.5
N 1.6598 -0.7562 0.9677 0.13
C 0.6504 -0.1740 1.7185 -0.74
O -0.5407 -0.7302 1.5557 -0.01
O 0.8672 0.7337 2.4992 0.02
H 2.4892 -0.1904 1.0018 0.08
H 1.3447 -1.0512 0.0486 -0.01
H -0.7619 -0.8891 0.5662 -0.05
C -0.7573 1.7163 -0.9657 -0.21
C -0.8881 0.6610 -2.0586 -0.76
S -0.5844 -1.0369 -1.4780 0.33
H 0.2307 1.6941 -0.5069 0.05
H -1.4763 1.5044 -0.1706 0.06
H -0.9581 2.7305 -1.3325 0.05
H -0.1569 0.8617 -2.8455 0.02
H -1.8759 0.7424 -2.5223 0.03

=====

three | 15
Properties=species:S:1:pos:R:3:lowdin_charge:R:1 method="wB97M-V/def2-TZVPD" total_charge=-1 homo_energy_ev=-3.1
O -1.4894 -3.4275 -0.8327 -0.05
C -1.5411 -2.2089 -0.7016 -0.40
N -0.4694 -1.4351 -0.4778 0.01
C -0.6129 -0.0003 -0.2667 -0.33
C 0.5795 0.8184 -0.7620 -0.71
S 2.1257 0.1083 -0.0189 0.17
H -2.5188 -1.7119 -0.7825 0.12
H 0.4352 -1.8757 -0.3936 0.08
H -0.7003 0.2042 0.7973 0.09
H -1.5166 0.2833 -0.8194 0.10
H 0.4438 1.8402 -0.3861 0.03
H 0.7068 0.9147 -1.8413 0.03
H 2.1196 2.5930 1.9605 0.02
H 0.9335 1.7329 1.9344 -0.03
O 1.5043 2.1642 2.5903 -0.13

=====

Most favorable structure: two. The second most favorable one is 0.0390 hartree above it.

=====

one | 48
Properties=species:S:1:pos:R:3:lowdin_charge:R:1 method="wB97M-V/def2-TZVPD" smiles="CC(C)[C@H](NC(=O)OCc1ccccc1)C(=O)OCc1ccccc1" homo_energy_ev=-9.3
C -1.2045 -4.2880 0.0723 -0.06
C -0.4420 -3.0667 0.5774 -0.37
C 1.0540 -3.3612 0.6439 -0.06
C -0.6928 -1.8527 -0.3441 -0.19
N 0.0503 -0.6983 0.1012 0.13
C 0.8753 -0.0077 -0.7184 -0.56
O 1.1988 -0.3511 -1.8274 0.09
O 1.2964 1.1174 -0.0983 0.02
C 2.2717 1.9029 -0.7929 -0.11
C 3.6656 1.5358 -0.3557 -0.20
C 4.3643 2.3352 0.5385 -0.04
C 5.6343 1.9743 0.9543 -0.09
C 6.2117 0.8063 0.4870 -0.09
C 5.5166 0.0008 -0.3995 -0.08
C 4.2501 0.3637 -0.8214 -0.03
C -2.1837 -1.5256 -0.3927 -0.45
O -2.9352 -1.8656 -1.2659 0.12
O -2.5392 -0.8254 0.6849 0.02
C -3.8929 -0.3538 0.7642 -0.10
C -3.9556 1.0890 0.3392 -0.20
C -4.0936 2.1025 1.2773 -0.04
C -4.1127 3.4270 0.8760 -0.08
C -3.9822 3.7480 -0.4642 -0.09
C -3.8370 2.7410 -1.4038 -0.07
C -3.8256 1.4164 -1.0055 -0.03
H -2.2739 -4.0988 0.0327 0.08
H -1.0293 -5.1358 0.7303 0.08
H -0.8704 -4.5522 -0.9280 0.09
H -0.8004 -2.8046 1.5795 0.14
H 1.2405 -4.2020 1.3075 0.08
H 1.4315 -3.6087 -0.3451 0.09
H 1.6030 -2.4992 1.0137 0.07
H -0.3549 -2.0818 -1.3603 0.17
H -0.2202 -0.2698 0.9725 0.16
H 2.1505 1.7355 -1.8688 0.13
H 2.0411 2.9413 -0.5448 0.13
H 3.9134 3.2454 0.9072 0.11
H 6.1730 2.6054 1.6460 0.10
H 7.2022 0.5243 0.8131 0.10
H 5.9637 -0.9115 -0.7661 0.10
H 3.7054 -0.2600 -1.5145 0.11
H -4.5176 -0.9797 0.1178 0.13
H -4.1903 -0.4738 1.8083 0.13
H -4.1902 1.8539 2.3245 0.11
H -4.2257 4.2095 1.6118 0.10
H -3.9935 4.7818 -0.7762 0.10
H -3.7344 2.9870 -2.4502 0.10
H -3.7154 0.6300 -1.7376 0.11

=====

two | 48
Properties=species:S:1:pos:R:3:lowdin_charge:R:1 method="wB97M-V/def2-TZVPD" smiles="COc1cc(C(C)=O)ccc1OCC(=O)c1cc(C)n(C2CC2)c1C" homo_energy_ev=-8.0
C -3.2846 -3.4293 -1.2282 -0.07
O -4.2794 -2.5554 -0.7349 -0.06
C -3.9138 -1.3613 -0.1924 -0.18
C -4.8605 -0.3531 -0.2725 0.08
C -4.6336 0.9268 0.2310 -0.16
C -5.7139 1.9277 0.0962 -0.41
C -5.4159 3.3285 0.5834 -0.02
O -6.7925 1.6465 -0.3804 0.08
C -3.3984 1.1937 0.8155 -0.03
C -2.4521 0.1955 0.9242 0.00
C -2.6889 -1.0942 0.4554 -0.19
O -1.8294 -2.1366 0.6471 -0.04
C -0.4865 -1.8676 0.9570 -0.11
C 0.2192 -1.0880 -0.1615 -0.33
O -0.3758 -0.8169 -1.1865 0.10
C 1.5974 -0.7499 0.1097 -0.12
C 2.3556 -1.0461 1.2799 0.01
C 3.6198 -0.5805 1.0826 -0.26
C 4.8071 -0.6706 1.9740 -0.02
N 3.6711 0.0066 -0.1655 0.02
C 4.8452 0.5760 -0.7376 -0.25
C 4.8060 1.9567 -1.3248 -0.09
C 5.5338 1.7154 -0.0411 -0.09
C 2.4612 -0.1029 -0.7705 -0.18
C 2.1868 0.3708 -2.1485 0.00
H -2.8309 -4.0162 -0.4259 0.09
H -2.5044 -2.8841 -1.7638 0.10
H -3.8020 -4.0962 -1.9184 0.09
H -5.8030 -0.5682 -0.7517 0.13
H -5.1952 3.3142 1.6482 0.08
H -6.2831 3.9596 0.4057 0.08
H -4.5584 3.7352 0.0525 0.08
H -3.1627 2.1725 1.2012 0.11
H -1.5074 0.4303 1.3901 0.11
H -0.0140 -2.8497 1.0524 0.15
H -0.3858 -1.3392 1.9133 0.13
H 2.0080 -1.5514 2.1582 0.11
H 5.0361 0.2890 2.4372 0.08
H 4.6063 -1.3890 2.7639 0.08
H 5.6856 -0.9948 1.4187 0.08
H 5.4783 -0.1568 -1.2325 0.16
H 3.8777 2.5021 -1.2723 0.10
H 5.3729 2.1419 -2.2238 0.11
H 5.0832 2.1001 0.8601 0.11
H 6.6124 1.7318 -0.0344 0.11
H 3.0647 0.2645 -2.7818 0.08
H 1.8823 1.4178 -2.1494 0.09
H 1.3614 -0.2050 -2.5590 0.08

=====

Most favorable structure: one. The second most favorable one is 0.1035 hartree above it.

=====

one | 18
Properties=species:S:1:pos:R:3:lowdin_charge:R:1 method="wB97M-V/def2-TZVPD" smiles="CP(S)S.C=CC" homo_energy_ev=-8.6
C -1.8729 -0.4215 -2.1537 -0.41
P -1.8408 -0.6447 -0.2812 0.19
S -3.3051 -2.2457 -0.2647 0.24
S -2.8396 1.1529 0.3278 0.25
H -1.7569 0.6225 -2.2840 -0.01
H -1.0218 -0.8824 -2.7069 0.06
H -2.8574 -0.5202 -2.5477 0.01
H -3.3477 -2.5663 1.1321 -0.15
H -2.4275 1.0602 1.6890 -0.15
C 1.3048 0.9342 0.0416 -0.06
C 2.5335 0.4225 0.2332 -0.22
C 3.0937 0.1668 1.6509 -0.10
H 0.5396 1.2388 0.7983 0.05
H 0.9778 1.0234 -1.0127 0.05
H 3.2335 0.2175 -0.4891 0.06
H 2.2466 0.0259 2.3499 0.07
H 3.5485 1.1000 1.8286 0.05
H 3.7917 -0.6839 1.6885 0.07

=====

two | 18
Properties=species:S:1:pos:R:3:lowdin_charge:R:1 method="wB97M-V/def2-TZVPD" smiles="C=P(C)(C)SSC" homo_energy_ev=-7.7
C 1.3437 -0.7232 -2.2264 -0.26
P 0.8675 -0.1887 -0.5922 0.46
C -0.2960 -1.3420 0.0770 -0.30
C 2.2402 -0.4516 0.6821 -0.23
S 0.0680 1.7386 0.0649 0.21
S -1.3014 1.6550 1.6026 0.36
C -2.8789 1.5217 0.6452 -0.42
H 2.4531 -0.4067 -2.2878 -0.01
H 0.9243 -0.2629 -3.0750 -0.07
H -0.5288 -1.0478 1.1086 0.02
H -1.2380 -1.1884 -0.4445 0.04
H 0.0871 -2.3235 -0.0558 0.05
H 2.6414 0.5953 0.7243 0.04
H 1.9146 -0.8821 1.6030 0.04
H 3.1117 -0.9510 0.3531 0.02
H -3.6136 1.8456 1.4329 0.05
H -2.9547 0.4113 0.6249 0.02
H -2.8402 2.0006 -0.2370 -0.02

=====

three | 18
Properties=species:S:1:pos:R:3:lowdin_charge:R:1 method="wB97M-V/def2-TZVPD" smiles="C=P(C)(C)SSC" homo_energy_ev=-7.8
C 0.7670 2.6102 -0.7854 -0.28
P 0.0532 1.1819 -0.2778 0.46
C 1.0949 0.1098 0.8954 -0.22
C -1.3814 1.4231 0.8166 -0.28
S -0.7723 -0.4544 -1.5181 0.20
S -1.3603 -2.0800 -0.4131 0.35
C 0.0820 -3.2227 -0.6543 -0.41
H 0.4203 3.0258 -1.6535 -0.06
H 1.8631 2.5319 -0.5888 0.00
H 0.3405 -0.4927 1.2416 -0.04
H 1.8669 -0.1034 0.1537 0.05
H 1.3404 0.8507 1.6986 0.07
H -1.4265 0.7684 1.6233 0.00
H -1.1892 2.3537 1.4014 0.06
H -2.3812 1.4388 0.2652 0.07
H -0.3755 -4.0615 -0.3090 -0.03
H 0.7953 -2.7253 -0.0536 -0.01
H 0.2629 -3.1543 -1.8421 0.09

=====

Most favorable structure: one. The second most favorable one is 0.0377 hartree above it.